Entry 1:
Entry from the OMol25 dataset: a molecular structure, C63H62BaN9O3P2 at a distorted geometry (wB97M-V/def2-TZVPD).

```
! wB97M-V def2-TZVPD RIJCOSX def2/J DEFGRID3
* xyz 1 1
Ba 0.677 -1.137 -0.127
N -1.887 -0.305 -2.069
C -2.321 0.529 -3.117
C -3.260 0.113 -4.055
C -3.634 0.965 -5.082
C -3.093 2.240 -5.175
C -2.138 2.647 -4.254
C -1.730 1.793 -3.236
P -0.356 2.123 -2.086
C 1.061 1.434 -3.025
C 0.909 0.470 -4.018
C 2.018 -0.027 -4.692
C 3.285 0.454 -4.404
C 3.447 1.411 -3.411
C 2.349 1.875 -2.706
C -0.104 3.925 -2.255
C 0.696 4.539 -3.216
C 0.834 5.920 -3.238
C 0.158 6.707 -2.315
C -0.666 6.108 -1.371
C -0.790 4.726 -1.341
H -2.288 -1.234 -2.077
H -2.081 0.125 -1.172
H -3.701 -0.873 -3.965
H -4.366 0.635 -5.808
H -3.402 2.909 -5.966
H -1.696 3.631 -4.339
H -0.077 0.109 -4.278
H 1.880 -0.775 -5.463
H 4.144 0.093 -4.957
H 4.433 1.794 -3.182
H 2.489 2.617 -1.926
H 1.228 3.938 -3.943
H 1.468 6.384 -3.983
H 0.269 7.783 -2.335
H -1.204 6.716 -0.655
H -1.417 4.258 -0.588
O 2.148 7.002 0.647
C 2.887 6.362 1.574
O 3.588 6.979 2.323
C 2.781 4.865 1.620
C 1.722 4.168 1.051
C 1.679 2.786 1.102
C 2.687 2.087 1.757
C 3.751 2.782 2.337
C 3.792 4.163 2.270
N 2.627 0.674 1.722
C 3.020 0.006 2.729
C 3.083 -1.466 2.716
C 3.777 -2.133 3.714
C 3.885 -3.516 3.640
C 3.297 -4.176 2.577
C 2.605 -3.427 1.631
N 2.492 -2.107 1.701
H 1.706 6.390 0.045
H 0.906 4.687 0.565
H 0.846 2.251 0.667
H 4.563 2.241 2.808
H 4.608 4.719 2.713
H 3.350 0.488 3.654
H 4.231 -1.580 4.525
H 4.424 -4.064 4.402
H 3.359 -5.250 2.476
H 2.128 -3.909 0.781
C -3.384 -3.984 5.391
C -4.305 -3.518 4.466
C -3.892 -3.133 3.197
C -2.548 -3.205 2.844
C -1.626 -3.663 3.786
C -2.040 -4.060 5.047
P -1.891 -2.732 1.207
C -3.338 -1.950 0.394
C -4.119 -2.596 -0.562
C -5.141 -1.913 -1.210
C -5.400 -0.585 -0.907
C -4.642 0.059 0.060
C -3.619 -0.621 0.707
C -1.830 -4.326 0.322
C -2.411 -5.470 0.801
C -2.490 -6.624 -0.011
C -2.035 -6.584 -1.297
C -1.434 -5.412 -1.822
C -0.982 -5.349 -3.162
C -0.389 -4.207 -3.622
C -0.192 -3.111 -2.754
C -0.602 -3.085 -1.438
C -1.274 -4.266 -0.996
H -3.710 -4.290 6.376
H -5.354 -3.459 4.729
H -4.623 -2.783 2.480
H -0.574 -3.715 3.524
H -1.316 -4.424 5.765
H -3.916 -3.627 -0.821
H -5.735 -2.424 -1.957
H -6.190 -0.053 -1.421
H -4.843 1.097 0.297
H -3.005 -0.118 1.448
H -2.840 -5.497 1.795
H -2.941 -7.524 0.386
H -2.127 -7.454 -1.939
H -1.119 -6.209 -3.808
H -0.053 -4.151 -4.653
H 0.367 -2.272 -3.169
C 0.236 0.921 4.239
N -0.947 1.747 4.176
C -1.701 1.836 5.414
C -1.514 1.998 2.961
N -1.114 1.370 1.904
N -2.487 3.011 2.910
C -3.864 2.648 2.645
C -2.312 4.223 3.686
H 0.823 1.200 5.116
H 0.818 1.088 3.340
H -0.013 -0.146 4.304
H -1.714 0.858 5.901
H -2.731 2.120 5.221
H -1.257 2.559 6.102
H -1.580 1.792 1.104
H -3.902 1.714 2.091
H -4.353 3.425 2.053
H -4.441 2.520 3.571
H -1.259 4.360 3.925
H -2.886 4.231 4.620
H -2.641 5.077 3.089
C 4.252 -3.742 -3.630
N 4.505 -2.563 -2.808
C 5.650 -1.850 -2.894
C 5.863 -0.757 -2.130
C 4.799 -0.368 -1.259
N 3.677 -1.057 -1.167
C 3.512 -2.190 -1.901
O 2.513 -2.894 -1.788
N 4.914 0.741 -0.511
H 5.120 -3.923 -4.259
H 3.371 -3.578 -4.247
H 4.065 -4.604 -2.994
H 6.382 -2.212 -3.603
H 6.783 -0.198 -2.198
H 5.762 1.276 -0.495
H 4.165 0.966 0.122
*
```

Summary:
**E_tot**: -3864.605030 a.u.
**HOMO energy**: -8.91 eV
**Energy relative to the best compared isomer or geometry (same formula, charge and spin)**: 83.5 kJ/mol

Entry 2:
Entry from the OMol25 dataset: a molecular structure, C63H70Ge2N2OS5TeY (wB97M-V/def2-TZVPD).

```
! wB97M-V def2-TZVPD RIJCOSX def2/J DEFGRID3
* xyz 1 1
Y -0.817 -0.461 -1.414
C 3.921 -6.381 1.062
C 4.153 -4.951 0.653
C 4.549 -3.995 1.578
C 4.766 -2.673 1.218
C 5.155 -1.662 2.265
C 4.633 -2.306 -0.123
C 4.276 -3.260 -1.086
C 4.215 -2.932 -2.556
C 4.011 -4.561 -0.672
C 5.036 -0.937 -0.556
C 6.405 -0.699 -0.670
C 6.885 0.489 -1.191
C 5.998 1.452 -1.641
C 4.629 1.254 -1.527
C 4.145 0.074 -0.938
Ge 2.204 -0.082 -0.896
S 1.349 -0.485 -2.867
S 1.074 -1.583 0.445
Ge -0.005 0.122 1.507
S -2.093 0.203 0.794
S 1.047 1.585 0.164
C -0.029 -0.008 3.453
C -0.596 -1.156 4.034
C -0.762 -1.209 5.412
C -0.374 -0.147 6.213
C 0.153 0.994 5.635
C 0.311 1.086 4.254
C 0.795 2.382 3.695
C -0.112 3.325 3.211
C -1.600 3.079 3.164
C 0.369 4.560 2.775
C 1.711 4.888 2.849
C 2.213 6.236 2.413
C 2.595 3.932 3.345
C 2.165 2.680 3.748
C 3.158 1.659 4.235
C -1.072 -2.300 3.197
C -2.359 -2.288 2.647
C -3.369 -1.246 3.042
C -2.725 -3.310 1.776
C -1.871 -4.372 1.493
C -2.306 -5.493 0.584
C -0.635 -4.410 2.131
C -0.232 -3.396 2.991
C 1.070 -3.493 3.726
C 3.679 2.251 -2.105
C 3.236 3.341 -1.356
C 3.778 3.639 0.012
C 2.284 4.197 -1.907
C 1.785 4.004 -3.184
C 0.707 4.891 -3.742
C 2.297 2.954 -3.941
C 3.245 2.082 -3.431
C 3.823 1.000 -4.301
H 3.943 -6.493 2.146
H 4.688 -7.036 0.646
H 2.957 -6.745 0.702
H 4.686 -4.283 2.613
H 4.899 -2.022 3.262
H 4.652 -0.707 2.102
H 6.228 -1.461 2.250
H 4.917 -2.144 -2.826
H 3.221 -2.591 -2.852
H 4.454 -3.816 -3.148
H 3.741 -5.302 -1.418
H 7.094 -1.480 -0.371
H 7.952 0.649 -1.281
H 6.360 2.365 -2.098
H -1.204 -2.095 5.853
H -0.504 -0.202 7.286
H 0.427 1.843 6.250
H -1.877 2.093 3.531
H -1.964 3.164 2.138
H -2.125 3.823 3.766
H -0.336 5.290 2.389
H 1.463 6.769 1.829
H 3.116 6.143 1.808
H 2.464 6.853 3.278
H 3.654 4.163 3.392
H 4.171 1.941 3.950
H 2.948 0.670 3.821
H 3.130 1.559 5.322
H -2.920 -0.262 3.167
H -3.829 -1.522 3.994
H -4.159 -1.172 2.295
H -3.712 -3.287 1.325
H -3.123 -5.181 -0.068
H -2.658 -6.346 1.166
H -1.483 -5.851 -0.038
H 0.029 -5.253 1.966
H 1.499 -4.482 3.599
H 0.933 -3.308 4.792
H 1.794 -2.762 3.357
H 4.315 2.794 0.443
H 2.970 3.904 0.687
H 4.471 4.484 -0.033
H 1.922 5.029 -1.311
H 0.615 5.812 -3.167
H -0.256 4.377 -3.715
H 0.910 5.155 -4.781
H 1.941 2.806 -4.955
H 3.213 0.858 -5.193
H 3.887 0.044 -3.779
H 4.834 1.266 -4.619
C -4.856 2.824 0.795
C -4.561 2.898 -0.665
C -5.403 3.402 -1.620
C -4.970 3.387 -2.955
N -3.780 2.915 -3.317
C -2.953 2.453 -2.379
S -1.363 1.936 -2.740
N -3.361 2.445 -1.076
C -5.839 3.897 -4.057
H -5.925 2.909 0.973
H -4.354 3.643 1.313
H -4.486 1.889 1.218
H -6.375 3.786 -1.349
H -2.724 2.006 -0.403
H -6.831 4.169 -3.704
H -5.918 3.138 -4.835
H -5.365 4.769 -4.509
C -4.436 -2.451 -3.550
Te -3.831 -1.615 -1.673
C -5.414 -0.235 -2.055
C -6.374 -0.996 -2.935
C -7.710 -0.628 -3.041
C -8.565 -1.330 -3.877
C -8.086 -2.405 -4.612
C -6.755 -2.777 -4.509
C -5.893 -2.078 -3.671
H -4.280 -3.527 -3.535
H -3.838 -2.017 -4.351
H -5.011 0.637 -2.568
H -5.866 0.076 -1.115
H -8.085 0.206 -2.460
H -9.606 -1.045 -3.947
H -8.752 -2.960 -5.259
H -6.384 -3.621 -5.077
C -0.408 -3.849 -2.260
O -1.081 -2.959 -1.350
H -1.025 -4.727 -2.447
H 0.561 -4.141 -1.854
H -0.245 -3.305 -3.187
H -1.062 -3.331 -0.451
*
```

Summary:
**E_tot**: -9078.767547 a.u.
**HOMO energy**: -10.14 eV
**Energy relative to the best compared isomer or geometry (same formula, charge and spin)**: 26.6 kJ/mol

Number 1: lowest unoccupied orbital energy -0.1158 Ha. Number 2: lowest unoccupied orbital energy -0.0909 Ha.